Record 1
DFT (ωB97M-V/def2-TZVPD) results for a molecular structure, C17H15ClFeO3 at a distorted geometry.

Cartesian coordinates (Å):
C1 3.405079 -2.060495 1.392916
C2 4.286050 -1.278988 0.534005
C3 3.673875 -1.200526 -0.769269
H1 5.290563 -0.919702 0.765182
C4 2.316834 -1.593642 -0.633350
C5 2.139100 -2.191501 0.697469
H2 1.162723 -2.437298 1.114290
H3 3.660187 -2.516410 2.347361
H4 4.196220 -1.032338 -1.701288
H5 1.590101 -1.580529 -1.447173
Fe1 2.542562 -0.125472 1.097778
Cl1 2.321581 1.884414 1.901253
C6 0.215231 2.129204 -2.444484
C7 0.034004 0.907238 -3.156195
C8 1.296593 0.518145 -3.702692
H6 -0.898172 0.357145 -3.254794
C9 2.276158 1.451781 -3.239393
C10 1.606906 2.466430 -2.482637
H7 2.115504 3.257153 -1.924383
H8 -0.552937 2.600861 -1.836254
H9 1.481201 -0.369328 -4.304129
H10 3.353802 1.347899 -3.326486
O1 -3.108719 0.241913 -0.713972
C11 -3.421560 0.220862 0.516901
C12 -4.746835 0.578886 0.994424
C13 -5.070693 0.568093 2.342643
C14 -4.106652 0.194108 3.299469
C15 -2.823171 -0.157875 2.882845
C16 -2.466166 -0.158192 1.550079
C17 -1.114116 -0.603816 1.206346
O2 -0.310671 -0.942946 2.073119
O3 -0.784738 -0.636192 -0.085844
H11 -1.604756 -0.348682 -0.599021
H12 -5.508349 0.865887 0.264400
H13 -6.070493 0.851955 2.683583
H14 -4.330489 0.155735 4.369384
H15 -2.045758 -0.443776 3.587916

Forces on atoms 1 to 2 (eV/Å):
-0.43 0.42 -0.59
0.27 -1.53 -0.59

Computed properties:
ΔE to the lowest compared entry with this formula, charge and spin	33.0	kJ/mol
multiplicity	5
gap between HOMO and LUMO (alpha / beta)	5.31 / 5.27	eV
charge	-2
<S²>	6.0170
HOMO level (alpha / beta)	-0.15 / -0.15	eV


Record 2
DFT (ωB97M-V/def2-TZVPD) results for a single C17H15ClN2O2S molecule.

Cartesian coordinates (Å):
O1 0.658053 1.414803 2.208610
C1 0.481530 1.858819 1.096447
N1 -0.698272 2.356869 0.669802
H1 -0.799284 2.649241 -0.289260
C2 -1.914121 2.244009 1.451953
C3 -2.815456 1.176411 0.887154
C4 -4.042371 1.490853 0.320290
C5 -4.841694 0.502750 -0.227572
C6 -4.400480 -0.810088 -0.216107
C7 -3.175550 -1.143080 0.341505
C8 -2.391614 -0.147965 0.892492
H2 -1.437430 -0.397835 1.330420
H3 -2.841610 -2.168313 0.343189
Cl1 -5.390986 -2.048007 -0.905179
H4 -5.797101 0.748286 -0.663763
H5 -4.384011 2.515769 0.309523
H6 -2.422852 3.211824 1.470290
H7 -1.598364 1.980377 2.465222
C9 1.592842 1.920773 0.051107
C10 1.330369 0.945080 -1.101413
C11 2.532218 0.909566 -2.030871
O2 2.555811 1.505547 -3.084894
N2 3.603513 0.218159 -1.570790
C12 3.682962 -0.575370 -0.424638
C13 4.929634 -0.885441 0.107903
C14 5.035032 -1.707687 1.214008
C15 3.894770 -2.232705 1.801496
C16 2.649448 -1.926532 1.286404
C17 2.538067 -1.099691 0.179092
S1 0.951318 -0.734213 -0.497427
H8 1.751099 -2.321612 1.733002
H9 3.974828 -2.875721 2.663716
H10 6.009351 -1.939186 1.615533
H11 5.814945 -0.477861 -0.358456
H12 4.443467 0.292689 -2.131256
H13 0.455612 1.245873 -1.682135
H14 1.678439 2.933096 -0.350638
H15 2.526320 1.660871 0.555018

Forces on atoms 1 to 2 (eV/Å):
0.05 -0.20 0.36
0.56 0.24 -0.40

Computed properties:
ΔE to the lowest compared entry with this formula, charge and spin	0.0	kJ/mol
SMILES	O=C(C[C@@H]1Sc2ccccc2NC1=O)NCc1ccc(Cl)cc1
gap between HOMO and LUMO	9.13	eV
charge	0
HOMO level	-8.53	eV


Record 3
DFT (ωB97M-V/def2-TZVPD) results for a single C17H15ClN2O5 molecule.

Cartesian coordinates (Å):
O1 -0.008344 0.262477 0.202702
C1 0.500436 -0.115435 -0.821586
N1 -0.114835 -0.818969 -1.810881
C2 -1.438184 -1.262883 -1.871826
C3 -2.351628 -1.061964 -0.838534
C4 -3.642052 -1.530422 -0.968989
C5 -4.045447 -2.202829 -2.121362
C6 -3.129774 -2.403970 -3.152563
C7 -1.839513 -1.938009 -3.026288
H1 -1.129721 -2.094870 -3.826725
H2 -3.437402 -2.924315 -4.045570
C8 -5.437634 -2.683708 -2.213565
O2 -6.275512 -2.536069 -1.358566
O3 -5.708216 -3.321428 -3.366584
H3 -6.633606 -3.611099 -3.364937
H4 -4.361864 -1.384199 -0.178435
H5 -2.044342 -0.543855 0.053808
H6 0.443004 -1.055143 -2.620907
C9 1.977493 0.170325 -1.148978
N2 2.567964 0.871838 -0.040324
C10 3.175232 0.219745 1.009832
O4 3.437262 -0.952711 1.017981
C11 3.454316 1.243899 2.097199
C12 2.763683 0.773491 3.391354
C13 1.281295 0.921386 3.235078
C14 0.779663 2.047982 2.749346
C15 1.739432 3.138268 2.383218
H7 2.149155 3.592854 3.289924
H8 1.240893 3.914201 1.803090
C16 2.900900 2.562312 1.548709
C17 2.367769 2.219971 0.168622
O5 1.872973 2.962558 -0.635363
H9 3.674757 3.327267 1.445080
H10 -0.274278 2.192380 2.589476
Cl1 0.300732 -0.423094 3.674530
H11 3.035908 -0.263829 3.585962
H12 3.108069 1.388205 4.227557
H13 4.533029 1.286010 2.268931
H14 2.044869 0.800016 -2.040600
H15 2.523513 -0.766385 -1.289815

Forces on atoms 1 to 2 (eV/Å):
-0.15 0.02 0.13
0.46 0.02 -0.25

Computed properties:
ΔE to the lowest compared entry with this formula, charge and spin	0.0	kJ/mol
SMILES	O=C(CN1C(=O)[C@H]2CC=C(Cl)C[C@H]2C1=O)Nc1ccc(C(=O)O)cc1
gap between HOMO and LUMO	9.40	eV
charge	0
HOMO level	-9.02	eV


Record 4
DFT (ωB97M-V/def2-TZVPD) results for a molecular structure, C17H15CrF5N3O4S at a distorted geometry.

Cartesian coordinates (Å):
Cr1 -0.181139 0.471444 0.214743
O1 -2.607467 -1.095879 -2.622916
C1 -1.949584 -0.431799 -1.855590
O2 -1.134175 -0.854754 -0.937923
C2 -2.045226 1.085242 -1.853188
C3 -2.737044 1.894930 -2.731207
C4 -2.682406 3.270471 -2.539690
C5 -1.950709 3.795988 -1.481300
C6 -1.284851 2.917067 -0.650627
N1 -1.340839 1.601289 -0.850768
C7 -0.441386 3.270457 0.554400
O3 -0.379146 4.406449 0.964158
O4 0.137013 2.219442 1.067255
H1 -3.288403 1.439501 -3.541402
H2 -3.207216 3.932924 -3.214929
H3 -1.874467 4.857238 -1.292808
F1 3.247971 -4.619924 -3.398803
C8 2.811573 -3.441596 -2.958471
C9 2.215217 -3.338468 -1.716035
F2 2.085778 -4.424173 -0.948508
C10 1.785450 -2.109517 -1.255177
F3 1.268229 -2.072561 -0.012244
C11 1.921749 -0.935151 -1.991777
S1 1.516580 0.666682 -1.432354
C12 2.505384 -1.082519 -3.254664
F4 2.650212 -0.012341 -4.035898
C13 2.954236 -2.300349 -3.729137
F5 3.531561 -2.378460 -4.927749
N2 -1.893752 0.116762 1.561575
C14 -1.592825 -0.660009 2.782486
C15 -0.634296 0.135256 3.675498
C16 0.685632 -0.571880 3.980429
C17 1.412892 -1.095984 2.746104
N3 1.457473 -0.097329 1.656412
H4 -2.317283 1.002223 1.824325
H5 -2.572533 -0.386872 0.998712
H6 -1.142891 -1.596807 2.453178
H7 -2.513298 -0.895355 3.321337
H8 -1.117942 0.382388 4.620767
H9 -0.408513 1.077152 3.170862
H10 0.524977 -1.411540 4.660005
H11 1.331351 0.143619 4.496749
H12 0.931275 -1.992708 2.357970
H13 2.423465 -1.380735 3.048910
H14 2.225672 -0.319082 1.032064
H15 1.673706 0.819263 2.045210

Forces on atoms 1 to 2 (eV/Å):
0.63 -1.66 0.52
0.16 -0.01 0.12

Computed properties:
ΔE to the lowest compared entry with this formula, charge and spin	59.7	kJ/mol
multiplicity	2
gap between HOMO and LUMO (alpha / beta)	6.75 / 7.38	eV
charge	0
<S²>	0.7601
HOMO level (alpha / beta)	-7.90 / -7.92	eV


Record 5
DFT (ωB97M-V/def2-TZVPD) results for a molecular structure, C17H15CsI2NO7 at a distorted geometry.

Cartesian coordinates (Å):
Cs1 -1.046697 0.490928 0.895208
C1 -2.117498 -6.658727 4.872884
O1 -1.473090 -5.832232 3.935372
C2 -2.080110 -4.643336 3.604838
C3 -3.255879 -4.196838 4.235794
C4 -3.769362 -2.991910 3.816591
C5 -3.196619 -2.181683 2.824720
C6 -3.893655 -0.951162 2.469436
C7 -5.191294 -0.578721 3.160328
O2 -3.468687 -0.160444 1.622964
C8 -1.963956 -2.644711 2.190443
O3 -1.343070 -1.978849 1.315930
C9 -1.467423 -3.910118 2.624286
H1 -1.511701 -7.560232 4.946826
H2 -3.127064 -6.929945 4.546970
H3 -2.175914 -6.185699 5.858939
H4 -3.746106 -4.765503 5.010149
H5 -4.677583 -2.648088 4.294997
H6 -5.943850 -1.365006 3.104550
H7 -5.564407 0.321702 2.678636
H8 -5.027654 -0.373240 4.219574
H9 -0.566873 -4.283991 2.158501
I1 2.898591 -2.160950 -1.934164
C10 2.866582 -0.112874 -2.499263
I2 1.772132 1.188552 -1.246551
H10 2.450299 -0.080349 -3.499645
H11 3.899775 0.211873 -2.538552
O4 -0.907174 3.687124 -1.127989
C11 -0.660638 3.518551 0.071220
O5 0.300611 2.894805 0.592069
C12 -1.723466 4.022537 1.063937
C13 -2.722664 4.886271 0.625197
C14 -3.713929 5.339368 1.481207
C15 -3.744230 4.920309 2.804449
C16 -2.754504 4.041842 3.204062
C17 -1.750243 3.576034 2.381026
N1 -2.789898 3.550380 4.608757
O6 -1.956489 2.734317 4.941898
O7 -3.579947 4.075070 5.370688
H12 -2.697582 5.183018 -0.414690
H13 -4.478706 6.016117 1.122019
H14 -4.497393 5.242793 3.505034
H15 -1.000686 2.887144 2.738076

Forces on atoms 1 to 2 (eV/Å):
0.62 0.65 -0.44
-0.03 -0.03 0.06

Computed properties:
gap between HOMO and LUMO	6.73	eV
charge	-1
HOMO level	-4.74	eV


Record 6
DFT (ωB97M-V/def2-TZVPD) results for a single C17H15F3S3 molecule at a distorted geometry.

Cartesian coordinates (Å):
F1 5.031719 -0.097042 3.301760
C1 4.024302 0.749338 3.669724
F2 3.539226 0.294028 4.862957
F3 4.601405 1.971361 3.915532
C2 2.953883 0.852312 2.618738
C3 1.653208 1.163165 3.013638
C4 0.653417 1.204527 2.050146
C5 0.969279 0.968285 0.697768
S1 -0.240102 1.252825 -0.524175
C6 2.304828 0.733450 0.317808
C7 3.301092 0.701243 1.281299
H1 1.416951 1.362154 4.048239
H2 -0.376312 1.452293 2.302503
H3 2.526939 0.628385 -0.745030
H4 4.333896 0.551314 0.988375
C8 -3.838180 1.424007 -4.040758
C9 -2.574917 0.947808 -4.412704
C10 -1.732396 0.378142 -3.450408
C11 -2.155045 0.262594 -2.130483
C12 -1.112015 -0.218334 -1.007334
S2 -2.084062 -0.918957 0.353253
C13 -0.844463 -1.736867 1.369887
C14 -0.063574 -2.825721 0.655142
C15 0.827576 -2.214153 -0.413012
S3 -0.035992 -1.451946 -1.789385
C16 -3.415084 0.716304 -1.760097
C17 -4.267416 1.287877 -2.714549
H5 -4.494087 1.880497 -4.787462
H6 -2.229068 1.028549 -5.445259
H7 -0.749122 0.002693 -3.735351
H8 -0.183999 -0.995670 1.834263
H9 -1.485567 -2.179926 2.146267
H10 0.566542 -3.339275 1.386348
H11 -0.745291 -3.552900 0.209434
H12 1.556018 -1.511051 0.010226
H13 1.369277 -3.014897 -0.940822
H14 -3.746821 0.606988 -0.726686
H15 -5.256045 1.636600 -2.409791

Forces on atoms 1 to 2 (eV/Å):
-0.74 0.68 0.29
0.69 0.14 0.59

Computed properties:
SMILES	FC(F)(F)c1ccc(SC2(c3ccccc3)SCCCS2)cc1
gap between HOMO and LUMO	8.25	eV
charge	0
HOMO level	-8.21	eV